1.
ORCA calculation (ωB97M-V with the def2-TZVPD basis set) on a molecular structure, C24H27BCl5N8OReS.

Properties
E_tot: -115534.7079 eV
Frontier orbital gap (spin up / spin down): 5.925 / 5.926 eV

```
! wB97M-V def2-TZVPD RIJCOSX def2/J DEFGRID3
* xyz 2 1
Re 0.244 -0.289 0.064
C 1.429 3.415 1.915
C 1.336 2.045 1.943
N 0.680 1.595 0.841
N 0.376 2.699 0.106
C 0.808 3.790 0.730
B -0.070 2.605 -1.377
N -1.335 1.696 -1.441
C -2.444 1.888 -2.135
C -3.281 0.780 -1.984
C -2.595 -0.069 -1.162
N -1.388 0.475 -0.819
N 1.063 1.840 -2.086
C 1.872 2.107 -3.119
C 2.720 1.027 -3.302
C 2.354 0.121 -2.326
N 1.344 0.602 -1.590
N -0.384 3.964 -1.902
C -1.387 4.796 -1.483
C -1.143 6.036 -1.997
C 0.061 5.885 -2.721
N 0.518 4.652 -2.653
H 1.888 4.056 2.647
H 1.712 1.374 2.691
H 0.662 4.766 0.293
H -2.586 2.793 -2.702
H -4.253 0.631 -2.419
H -2.894 -1.035 -0.808
H 1.798 3.055 -3.623
H 3.500 0.929 -4.035
H 2.774 -0.844 -2.111
H -2.184 4.448 -0.844
H -1.740 6.923 -1.880
H 0.602 6.626 -3.287
Cl 2.516 -1.349 1.119
C 1.489 -1.089 2.517
C 0.298 -0.521 2.157
C -0.514 -0.033 3.172
Cl -1.963 0.808 2.770
C -0.147 -0.212 4.507
Cl -1.167 0.351 5.752
C 1.062 -0.850 4.833
Cl 1.504 -1.086 6.462
C 1.921 -1.275 3.818
Cl 3.438 -1.988 4.132
C -0.249 -4.075 -2.127
S 0.969 -3.322 -1.067
C 2.415 -3.557 -2.078
O 0.664 -1.790 -1.253
H -0.248 -3.570 -3.091
H -1.217 -3.997 -1.637
H 0.018 -5.128 -2.233
H 2.620 -4.629 -2.080
H 3.248 -3.048 -1.598
H 2.242 -3.190 -3.088
C -0.208 -3.976 1.869
C -1.251 -2.868 1.914
C -2.651 -3.497 1.915
C -1.251 -1.812 0.791
H -0.319 -4.606 2.751
H 0.819 -3.606 1.860
H -0.352 -4.628 1.003
H -1.140 -2.358 2.872
H -2.842 -4.035 0.982
H -3.431 -2.746 2.041
H -2.745 -4.215 2.730
H -2.097 -1.169 1.017
H -1.484 -2.316 -0.153
*
```

Results of the natural (NBO) charge analysis, in e, for atoms 1 through 5: 1.383 -0.298 0.034 -0.320 -0.324

=====

2.
ORCA calculation (ωB97M-V with the def2-TZVPD basis set) on a molecular structure, C24H27BF4N5O6SSiY.

Properties
E_tot: -76376.3973 eV
Frontier orbital gap: 5.049 eV

```
! wB97M-V def2-TZVPD RIJCOSX def2/J DEFGRID3
* xyz 0 1
Y -0.071 -0.207 0.328
O -0.008 6.973 -1.003
C -1.000 6.433 -0.158
C -0.763 4.958 0.001
C -1.645 4.193 0.756
C -1.420 2.839 0.877
N -0.376 2.233 0.298
C 0.503 2.971 -0.392
C 0.333 4.334 -0.577
C 1.701 2.242 -0.938
C 2.777 2.919 -1.481
C 3.869 2.192 -1.941
C 5.050 2.870 -2.576
O 4.932 4.265 -2.404
C 3.845 0.811 -1.819
C 2.741 0.200 -1.260
N 1.684 0.904 -0.830
H -0.152 7.919 -1.098
H -2.005 6.580 -0.570
H -0.976 6.893 0.836
H -2.500 4.638 1.248
H -2.074 2.212 1.471
H 1.026 4.919 -1.158
H 2.796 3.994 -1.546
H 5.063 2.598 -3.638
H 5.966 2.479 -2.122
H 5.696 4.696 -2.800
H 4.674 0.199 -2.149
H 2.666 -0.874 -1.141
F 1.068 0.135 2.251
B -0.037 0.158 3.226
F 0.057 -0.897 4.056
F -0.152 1.388 3.774
F -1.183 -0.052 2.282
C -0.885 -3.593 1.525
Si 0.730 -3.473 0.601
C 2.144 -3.542 1.804
C 0.840 -4.845 -0.640
O 0.771 -1.984 -0.176
H -0.916 -4.545 2.064
H -1.741 -3.589 0.843
H -1.042 -2.816 2.279
H 2.138 -4.491 2.346
H 2.089 -2.741 2.545
H 3.106 -3.462 1.292
H 0.884 -5.818 -0.146
H 1.734 -4.748 -1.259
H -0.025 -4.859 -1.306
O -6.390 -4.317 -7.202
S -5.700 -4.610 -5.965
O -4.254 -4.519 -6.026
O -6.208 -5.742 -5.216
C -6.139 -3.204 -4.906
N -7.366 -2.671 -4.978
C -7.619 -1.647 -4.186
C -6.687 -1.107 -3.303
C -5.468 -1.759 -3.278
N -5.201 -2.793 -4.059
C -4.310 -1.343 -2.428
C -3.145 -2.106 -2.479
C -2.055 -1.716 -1.737
N -2.051 -0.610 -0.963
C -3.177 0.118 -0.916
C -4.319 -0.216 -1.612
H -8.609 -1.208 -4.264
H -6.931 -0.253 -2.688
H -3.118 -2.986 -3.108
H -1.136 -2.289 -1.748
H -3.157 1.003 -0.293
H -5.192 0.415 -1.527
*
```

Results of the natural (NBO) charge analysis, in e, for atoms 1 through 5: 2.234 -0.716 -0.095 0.057 -0.236

=====

3.
ORCA calculation (ωB97M-V with the def2-TZVPD basis set) on a molecular structure, C24H27Cl3N3NiO5.

Properties
E_tot: -118646.5108 eV
Frontier orbital gap (spin up / spin down): 5.424 / 5.176 eV

```
! wB97M-V def2-TZVPD RIJCOSX def2/J DEFGRID3
* xyz -1 3
Ni 0.143 0.121 0.067
O -2.548 -1.925 4.837
C -1.572 -1.157 5.283
O -1.297 -1.086 6.459
C -0.813 -0.374 4.269
C 0.212 0.509 4.561
Cl 0.967 0.891 6.037
N 0.649 1.059 3.407
N -0.052 0.566 2.363
C -0.929 -0.289 2.860
C -1.853 -0.951 1.868
O -2.770 -1.675 2.294
O -1.619 -0.679 0.663
C 1.625 2.093 3.180
C 2.556 1.907 2.168
C 3.454 2.935 1.913
C 3.426 4.103 2.662
C 2.487 4.265 3.670
C 1.570 3.257 3.932
H -2.660 -1.867 3.826
H 2.546 0.991 1.574
H 4.182 2.814 1.120
H 4.133 4.896 2.454
H 2.457 5.179 4.250
H 0.815 3.375 4.697
C -2.520 -1.539 -2.208
C -1.784 -0.247 -2.505
O -0.415 -0.235 -2.108
C 0.392 -1.206 -2.810
C 1.648 -0.545 -3.322
H -3.593 -1.387 -2.352
H -2.354 -1.854 -1.181
H -2.210 -2.335 -2.888
H -2.240 0.599 -1.989
H -1.823 -0.034 -3.582
H -0.195 -1.588 -3.652
H 0.608 -2.036 -2.139
H 1.410 0.172 -4.111
H 2.330 -1.300 -3.720
H 2.149 -0.034 -2.506
C 0.885 -3.319 0.413
C 2.256 -2.944 -0.077
C 3.171 -3.941 -0.371
C 4.471 -3.673 -0.790
C 4.853 -2.338 -0.892
C 3.986 -1.302 -0.600
C 4.444 0.126 -0.677
C 2.635 -1.563 -0.191
N 1.804 -0.562 0.074
H 0.568 -4.277 -0.010
H 0.134 -2.573 0.153
H 0.848 -3.416 1.504
H 2.845 -4.974 -0.269
H 5.162 -4.476 -1.017
H 5.865 -2.086 -1.203
H 5.465 0.187 -1.060
H 4.423 0.599 0.312
H 3.796 0.738 -1.314
Cl -0.416 2.448 -0.337
C -2.046 2.967 0.148
Cl -2.232 4.718 0.058
H -2.196 2.645 1.171
H -2.751 2.497 -0.525
*
```

Results of the natural (NBO) charge analysis, in e, for atoms 1 through 5: 1.144 -0.689 0.784 -0.611 -0.282

=====

4.
ORCA calculation (ωB97M-V with the def2-TZVPD basis set) on a molecular structure, C24H27ClFeIO2P2.

Properties
E_tot: -102989.0003 eV
Frontier orbital gap (spin up / spin down): 5.222 / 5.478 eV

```
! wB97M-V def2-TZVPD RIJCOSX def2/J DEFGRID3
* xyz 2 6
C -1.234 1.738 -0.843
C -0.624 1.410 -2.164
H -2.124 2.371 -0.983
H -0.601 2.224 -0.030
H -1.520 0.751 -0.377
O -1.065 1.349 -3.266
I 1.230 -2.565 -2.748
Fe -0.153 -0.050 1.419
P 1.560 0.958 -0.944
C 2.109 0.854 -2.681
C 1.766 2.799 -0.793
H 3.245 0.890 0.809
H 3.919 1.158 -0.823
H 3.415 -0.472 -0.318
C 3.201 0.590 -0.237
H 1.694 3.108 0.263
H 2.793 2.976 -1.153
H 2.817 1.672 -2.757
H 1.322 0.973 -3.406
H 1.047 3.342 -1.423
H 2.606 -0.096 -2.863
C -0.256 -1.080 -1.229
O -1.059 -1.008 -2.088
Cl 1.405 1.127 2.490
C -1.997 -6.097 1.055
C -1.939 -5.325 -0.110
C -1.922 -3.939 -0.009
C -1.886 -3.310 1.250
C -1.884 -4.099 2.412
C -1.956 -5.494 2.316
P -1.832 -1.476 1.308
C -3.506 -1.075 0.680
C -3.718 -0.467 -0.565
C -4.985 -0.299 -1.064
C -6.070 -0.753 -0.316
C -5.891 -1.305 0.950
C -4.601 -1.471 1.456
C -1.844 -0.814 3.044
C -2.715 0.217 3.442
C -2.682 0.694 4.750
C -1.784 0.140 5.665
C -0.928 -0.903 5.291
C -0.948 -1.371 3.988
H -2.061 -7.175 0.995
H -1.894 -5.822 -1.077
H -1.910 -3.332 -0.912
H -1.837 -3.609 3.389
H -1.963 -6.090 3.239
H -2.890 -0.105 -1.151
H -5.132 0.141 -2.032
H -7.069 -0.638 -0.697
H -6.731 -1.630 1.571
H -4.426 -1.894 2.442
H -3.389 0.647 2.714
H -3.380 1.482 5.059
H -1.774 0.526 6.682
H -0.254 -1.319 6.036
H -0.296 -2.177 3.692
*
```

Results of the natural (NBO) charge analysis, in e, for atoms 1 through 5: -0.795 0.849 0.307 0.300 0.278

=====

Here are the calculated ΔE to the lowest compared entry with this formula, charge and spin numbers, same order: 1.464 0.026 0.000 1.778 (eV).